Here is a cluster of 17 separate species, C47H138N10O17 in total from the Open Molecules 2025 dataset. Energies are from the ωB97M-V functional and the def2-TZVPD basis.

Summary:
- Maximum force: 0.0613 hartree/bohr
- DFT total energy: -3699.61663 Eh
- Energy relative to the best compared isomer or geometry (same formula, charge and spin): 715.7 kJ/mol

Structure (XYZ):
```
212
Properties=species:S:1:pos:R:3:forces:R:3:mulliken_charge:R:1
C -1.753646 -6.152064 -3.030141 -0.30 -0.31 -0.88 -1.482
C -2.338952 -5.112932 -4.031240 0.89 -0.34 1.35 0.564
C -2.256349 -5.463765 -5.520541 1.54 0.49 -0.34 -0.694
O -0.904546 -5.751768 -5.914262 -0.06 0.28 0.70 -0.279
C -0.725961 -6.127678 -7.247397 0.16 -1.13 -0.33 -0.876
N -3.711210 -4.778133 -3.650045 0.02 -0.29 -0.84 -0.673
H -0.692021 -6.340675 -3.189746 0.05 0.35 -0.01 0.325
H -2.209186 -7.133980 -3.158310 -0.31 -0.09 -0.11 0.346
H -1.944287 -5.867250 -1.995431 0.07 0.29 -0.15 0.374
H -1.800577 -4.192523 -3.805171 0.39 0.07 -0.52 0.199
H -2.479794 -4.576501 -6.112934 -0.80 0.20 0.04 0.326
H -2.928325 -6.275416 -5.799437 -0.13 -0.26 0.09 0.370
H -1.132905 -5.513306 -8.050544 -0.35 0.70 0.36 0.321
H -1.148358 -7.121500 -7.395748 -0.18 -0.27 -0.14 0.355
H 0.338523 -6.230256 -7.458257 0.07 0.17 0.30 0.271
H -3.949503 -4.076686 -4.336549 -0.48 0.70 0.12 0.278
H -4.266774 -5.551573 -3.986545 -0.54 -0.49 0.36 0.274
C 6.910108 9.657562 -4.850115 0.50 -0.10 0.52 -1.351
C 7.198307 8.156515 -4.916422 0.57 0.29 0.36 0.488
C 6.360766 7.321349 -3.883458 0.88 1.17 -1.15 -0.649
O 6.510670 7.890407 -2.586869 -0.44 -0.48 -0.85 -0.325
C 5.706334 7.205632 -1.646653 0.78 0.45 0.75 -0.719
N 7.025867 7.723909 -6.300199 -0.69 -0.91 -0.69 -0.774
H 7.058237 10.032662 -3.837468 -0.55 -0.16 0.19 0.328
H 5.914939 9.859974 -5.246069 -0.01 0.09 0.19 0.310
H 7.641587 10.255193 -5.394048 -0.02 -0.29 -0.56 0.368
H 8.262655 7.963646 -4.782017 0.14 0.28 1.27 0.262
H 6.708699 6.290376 -3.947793 0.13 -0.29 0.35 0.346
H 5.323006 7.327093 -4.216813 -0.34 0.11 0.12 0.376
H 6.198654 6.280898 -1.345705 -0.31 -0.50 -0.31 0.289
H 4.674289 7.075525 -1.972321 0.01 -0.17 -0.14 0.289
H 5.721599 7.797694 -0.731606 -0.20 0.24 -0.08 0.259
H 7.055708 6.715078 -6.338683 -0.58 -0.55 0.22 0.229
H 7.892938 7.879983 -6.794080 0.12 0.81 -0.16 0.276
C -3.363974 2.970203 -7.868430 0.87 -0.84 0.14 -1.379
C -1.953748 2.577564 -7.274035 -0.71 -0.48 -0.96 0.715
C -1.227515 1.395830 -7.969689 -0.24 0.19 -0.44 -0.631
O -1.978979 0.211385 -7.945792 -1.05 1.01 0.76 -0.314
C -1.524224 -0.838259 -8.738216 -0.27 -0.16 0.85 -0.580
N -1.113458 3.729311 -7.416271 0.35 1.43 0.13 -0.693
H -3.818386 3.843383 -7.400285 0.26 -0.07 0.50 0.392
H -4.028533 2.116021 -7.738734 -0.14 0.07 -0.14 0.311
H -3.307333 3.251443 -8.920001 0.27 -0.32 -0.11 0.337
H -2.113312 2.277238 -6.238448 -0.05 -0.13 0.29 0.103
H -0.248984 1.258161 -7.509656 0.22 -0.10 0.55 0.224
H -0.971037 1.605235 -9.008178 -0.26 0.55 -0.33 0.381
H -0.720697 -1.314905 -8.176747 0.53 -0.31 -0.55 0.157
H -1.250128 -0.504371 -9.738959 0.19 -0.15 -0.11 0.338
H -2.368896 -1.526998 -8.754593 0.15 -0.18 -0.40 0.207
H -0.137325 3.689024 -7.160091 0.16 -0.79 0.01 0.176
H -1.465087 4.463413 -6.818320 -0.23 0.30 -0.13 0.259
C -3.953202 0.669858 7.712741 -0.58 0.89 -1.10 -1.377
C -3.897300 1.370785 6.317276 0.68 0.85 -0.02 0.339
C -4.808802 2.597645 6.100561 -0.99 -1.76 1.53 -0.747
O -6.088944 2.131722 6.416710 -2.16 0.42 -0.47 -0.252
C -7.148005 3.120183 6.472144 0.93 -0.77 -0.61 -0.753
N -2.580019 1.974465 6.042680 0.62 -0.79 0.74 -0.566
H -3.196044 -0.106257 7.824336 0.04 0.09 -0.17 0.358
H -4.947640 0.232168 7.800057 0.08 -0.11 0.12 0.317
H -3.855612 1.399727 8.516396 0.14 0.07 0.07 0.361
H -4.083713 0.608818 5.560474 -0.28 0.07 -0.12 0.204
H -4.661128 2.961354 5.083700 -0.36 0.12 -0.23 0.394
H -4.606163 3.381839 6.830001 0.68 0.31 -0.03 0.386
H -8.073826 2.611403 6.740647 0.27 0.01 0.50 0.235
H -7.357311 3.541795 5.489029 0.30 0.17 -0.23 0.288
H -6.846423 3.920775 7.147579 -0.30 0.05 0.22 0.312
H -2.349635 2.377612 6.939618 0.66 0.23 0.15 0.307
H -2.736347 2.782598 5.457372 0.33 0.09 -0.38 0.207
C 4.578164 -3.620584 10.480109 1.05 0.48 -0.37 -1.299
C 5.276845 -2.226339 10.598131 -0.04 -0.93 0.97 0.442
C 4.935578 -1.256463 9.468797 -0.17 -0.03 -0.01 -0.625
O 4.957251 -1.927939 8.212136 0.52 0.52 0.61 -0.277
C 5.127485 -0.993969 7.169905 -1.41 0.07 -0.72 -0.789
N 5.037648 -1.653457 11.954359 0.03 1.01 -1.15 -0.628
H 3.542890 -3.584361 10.819231 -0.06 0.16 -0.30 0.310
H 5.086009 -4.364389 11.094070 0.11 0.19 0.32 0.379
H 4.687363 -4.010690 9.468189 -0.41 0.12 -0.09 0.337
H 6.361350 -2.270309 10.498040 0.10 -0.89 0.08 0.122
H 5.680729 -0.464957 9.388937 0.17 0.13 0.50 0.343
H 3.984658 -0.755504 9.650174 -0.52 -0.03 -0.13 0.290
H 5.801031 -0.147561 7.304190 1.01 -0.61 0.39 0.345
H 4.207486 -0.426956 7.027794 -0.63 -0.14 -0.14 0.312
H 5.286462 -1.563828 6.254429 0.36 0.22 0.08 0.257
H 4.258321 -1.014919 11.883451 -0.18 0.05 0.33 0.228
H 4.854167 -2.303782 12.705035 0.03 -0.32 -0.39 0.253
C -7.817168 -0.487316 -1.379530 -0.94 1.31 1.95 -1.487
C -7.690781 -1.308666 -0.090629 -0.28 -1.60 -1.21 0.601
C -8.871275 -1.258170 0.902455 1.21 0.43 1.02 -0.686
O -8.436000 -1.799587 2.190774 -0.85 -0.44 -1.43 -0.328
C -7.854968 -0.855585 3.034889 -0.36 0.70 -0.30 -0.612
N -7.672964 -2.692527 -0.540661 0.20 -1.29 0.15 -0.658
H -8.787643 -0.712601 -1.821703 0.18 -0.35 -0.46 0.386
H -6.970209 -0.608150 -2.054923 -0.22 0.07 0.09 0.392
H -7.971549 0.529213 -1.017660 0.52 0.66 -0.62 0.326
H -6.733581 -1.165715 0.410798 -0.15 0.48 0.25 0.218
H -9.727697 -1.846621 0.573269 0.28 -0.25 -0.10 0.285
H -9.230018 -0.232182 0.984637 -0.02 0.29 0.44 0.355
H -7.317176 -1.317970 3.862582 0.03 -0.26 -0.28 0.129
H -8.644625 -0.230958 3.452494 -0.03 0.32 0.25 0.341
H -7.200752 -0.214026 2.444558 0.43 0.22 0.25 0.283
H -6.845049 -2.909008 -1.077122 0.29 0.02 0.04 0.194
H -8.428637 -2.783227 -1.204601 -0.25 -0.31 -0.06 0.267
C 1.808210 1.752819 -0.145521 -1.00 0.17 -0.62 -1.328
C 0.882433 1.022802 0.826513 -0.50 -0.27 -0.97 0.326
C -0.242680 0.181665 0.037445 -0.30 1.15 -0.34 -0.705
O -1.062691 1.064600 -0.815807 0.28 -0.30 0.66 -0.178
C -2.326787 0.542883 -1.330605 2.12 -0.20 0.44 -0.731
N 1.764864 0.228616 1.672260 -0.86 -0.68 0.13 -0.536
H 2.434531 1.015014 -0.646997 0.25 -0.07 0.14 0.299
H 2.423965 2.531414 0.304740 -0.03 -0.22 0.20 0.301
H 1.217233 2.198383 -0.945726 -0.04 0.23 0.01 0.359
H 0.338382 1.668057 1.516267 0.03 0.42 -0.29 0.368
H -0.904746 -0.346776 0.723374 -0.05 0.13 0.42 0.362
H 0.217972 -0.601614 -0.564539 0.30 0.01 -0.34 0.319
H -2.073725 -0.285236 -1.992640 -0.29 -0.27 -0.08 0.294
H -2.770974 1.329155 -1.940986 -0.07 0.03 0.38 0.209
H -2.947759 0.188341 -0.507932 -0.26 0.15 -0.07 0.288
H 2.123219 -0.542933 1.127833 0.47 -0.16 -0.33 0.168
H 1.157570 -0.244613 2.325980 0.06 -0.12 0.72 0.196
C 6.713418 -4.763781 1.102334 0.08 0.25 0.77 -1.333
C 5.608855 -5.290042 0.258449 -0.22 -0.82 -1.03 0.699
C 4.646344 -4.226309 -0.309536 0.26 -0.23 0.25 -0.812
O 3.811462 -3.577423 0.646372 -0.53 -0.18 0.23 -0.217
C 2.942502 -4.456645 1.342263 0.68 -1.31 0.59 -0.896
N 6.260281 -6.064132 -0.832214 -0.44 0.24 -0.85 -0.829
H 7.408785 -5.591072 1.244259 0.13 0.18 0.48 0.377
H 6.305480 -4.392679 2.042533 0.26 -0.10 0.22 0.287
H 7.267497 -3.945830 0.641822 -0.13 -0.04 -0.27 0.301
H 5.017880 -6.057747 0.757919 -0.29 0.44 0.83 0.328
H 4.040812 -4.731538 -1.061961 -0.31 0.05 -0.22 0.339
H 5.194268 -3.408365 -0.777339 0.12 -0.15 -0.10 0.301
H 2.111542 -4.031723 1.905349 0.15 0.87 -0.60 0.256
H 3.489485 -5.015287 2.101752 0.38 0.11 0.33 0.306
H 2.564182 -5.283225 0.740822 -0.31 0.26 -0.68 0.365
H 6.621305 -6.936148 -0.472580 0.57 0.12 0.63 0.267
H 5.542234 -6.459188 -1.422498 -0.42 0.37 -0.56 0.252
C 3.975875 -1.589722 -9.472583 -0.33 0.05 0.61 -1.371
C 4.647699 -2.327955 -8.333991 1.13 -0.25 0.63 0.386
C 3.786911 -2.823465 -7.119382 0.96 1.51 -1.38 -0.608
O 3.042870 -1.704658 -6.682647 -0.28 -0.77 0.01 -0.162
C 2.142543 -2.082407 -5.675814 -0.52 0.39 0.47 -0.708
N 5.307695 -3.525312 -8.814386 0.15 -1.04 -0.45 -0.705
H 3.588366 -0.633141 -9.122020 -0.57 -0.18 -0.10 0.254
H 3.235255 -2.272644 -9.888754 -0.40 0.45 -0.28 0.325
H 4.717129 -1.335143 -10.230108 0.07 -0.27 -0.06 0.402
H 5.447111 -1.657340 -8.018847 -0.02 -0.02 0.69 0.302
H 4.387381 -3.225022 -6.303117 0.48 0.13 -0.06 0.374
H 3.210553 -3.677536 -7.475003 -0.74 0.08 -0.08 0.238
H 1.344416 -1.340371 -5.653587 -0.18 -0.15 -0.11 0.198
H 2.563811 -2.084520 -4.670511 0.52 0.04 0.11 0.308
H 1.749433 -3.087602 -5.827921 -0.28 -0.02 -0.25 0.240
H 4.670440 -3.975356 -9.455848 -0.35 -0.48 0.04 0.246
H 6.101533 -3.369610 -9.419098 0.32 0.53 0.23 0.278
C -5.725413 -5.164438 7.062700 0.80 -0.31 1.25 -1.530
C -6.070367 -4.908237 5.665648 -0.53 1.66 -2.25 0.580
C -4.904054 -4.465960 4.746314 0.21 0.30 0.49 -0.821
O -5.277682 -4.276744 3.392092 -0.33 -0.41 -0.07 -0.326
C -4.336924 -3.635403 2.572827 1.01 0.89 -0.02 -0.768
N -6.716837 -6.056619 5.072759 -0.26 -0.63 0.30 -0.677
H -5.188391 -4.335932 7.524546 0.30 -0.16 0.11 0.357
H -5.177482 -6.106639 7.073396 0.47 0.06 0.57 0.364
H -6.634690 -5.315894 7.644401 -0.06 -0.02 0.01 0.408
H -6.769560 -4.073091 5.707519 -0.31 0.11 -0.56 0.206
H -4.093146 -5.186834 4.850626 0.21 -0.47 -0.28 0.382
H -4.482628 -3.545940 5.151384 -0.02 0.40 0.10 0.352
H -3.292881 -3.912388 2.718976 0.13 -0.64 0.48 0.343
H -4.299968 -2.553931 2.703802 -0.39 0.39 0.48 0.237
H -4.462910 -3.727137 1.494023 -0.90 -0.71 0.15 0.326
H -6.079539 -6.808559 5.293092 0.59 -0.59 -0.65 0.272
H -7.430555 -6.328577 5.733622 -0.91 0.16 -0.07 0.292
C 0.679925 -2.160643 6.433649 -1.02 0.17 0.27 -0.547
O -0.006172 -1.524761 5.356325 0.64 -0.38 -0.78 -0.475
H 1.609790 -2.670731 6.182129 0.14 0.68 -0.64 0.218
H 0.829810 -1.385626 7.185297 0.36 -0.48 0.43 0.225
H 0.056380 -2.981007 6.789031 -0.18 0.09 0.54 0.277
H -0.631736 -0.886465 5.706834 0.05 0.02 0.13 0.284
C -5.464610 4.372575 -0.149119 -0.09 -0.40 0.39 -0.446
O -6.209343 5.149379 0.771326 -0.18 0.52 -0.38 -0.526
H -4.651904 4.925735 -0.619892 0.35 -0.02 0.34 0.223
H -5.136337 3.552085 0.488951 0.50 -0.15 -0.56 0.152
H -6.052603 3.979328 -0.978411 -0.37 -0.12 0.07 0.313
H -6.424026 5.973966 0.329090 -0.19 0.15 0.15 0.286
C -1.653219 5.863199 2.477934 0.02 0.37 0.77 -0.466
O -1.631578 5.760237 3.903662 -0.10 -0.21 0.03 -0.509
H -0.869558 6.590105 2.264407 -0.10 -0.13 -0.93 0.305
H -1.492622 4.888172 2.017899 0.17 0.07 -0.19 0.144
H -2.626720 6.253219 2.180826 0.06 -0.01 -0.08 0.216
H -0.723282 5.964114 4.138256 -0.02 -0.16 0.45 0.304
C 3.002375 3.049647 -5.635837 -0.20 0.22 0.29 -0.544
O 3.113247 4.320681 -6.313509 -0.10 -1.04 0.59 -0.501
H 3.104864 2.196383 -6.306312 0.11 0.05 -0.16 0.236
H 3.710621 2.953364 -4.812894 0.39 0.07 -0.13 0.330
H 2.043023 2.949495 -5.128188 -0.26 0.39 -0.38 0.199
H 4.045059 4.382526 -6.536010 0.02 0.28 -0.20 0.282
C 2.508815 4.312889 5.187042 0.87 -2.96 -0.66 -0.556
O 2.138789 5.612026 5.280418 -0.70 2.01 0.30 -0.499
H 3.425769 4.041109 5.709965 0.14 0.24 0.45 0.312
H 1.744780 3.614430 5.528365 -0.30 0.44 0.30 0.230
H 2.701523 3.984871 4.165591 -0.03 0.13 -0.46 0.222
H 2.876899 6.155213 4.994525 -0.06 0.13 0.02 0.302
C -0.739557 6.197520 -2.688671 0.35 -0.21 0.81 -0.455
O -1.354815 6.911096 -3.724008 -0.35 -0.09 -0.59 -0.514
H -0.827262 6.756816 -1.757215 0.14 -0.11 0.24 0.274
H -1.197052 5.221264 -2.528372 -0.45 0.15 -0.27 0.154
H 0.309668 5.964536 -2.870203 0.25 0.29 -0.17 0.241
H -1.133622 7.841252 -3.637509 0.06 -0.05 -0.02 0.303
C 6.514813 0.487477 1.496112 -0.19 0.37 -0.37 -0.484
O 5.882448 1.474021 2.297817 0.43 0.03 0.54 -0.522
H 6.391939 0.818265 0.464808 -0.10 -0.63 -0.36 0.251
H 7.592871 0.438369 1.649330 -0.08 0.30 0.52 0.267
H 6.103679 -0.500262 1.704515 -0.04 -0.10 -0.32 0.171
H 4.935488 1.328258 2.237674 -0.12 -0.02 0.00 0.305
```
Forces are in eV/Å.